No. 1
Here is C33H51BrN8O4Rb as an isolated structure from the Open Molecules 2025 dataset. Energies are from the ωB97M-V functional and the def2-TZVPD basis.

Structure (XYZ):
```
98
Properties=species:S:1:pos:R:3
Rb 1.196 -0.921 -1.041
Br -5.151 2.657 2.832
O 2.322 1.399 -0.586
O 2.106 -0.477 -3.842
O 3.365 -2.548 -2.156
O 2.989 -2.550 0.822
N 0.936 5.943 2.346
N -1.468 -2.493 0.625
N -1.347 -2.174 -2.561
N 1.957 1.135 2.164
N -0.901 0.605 0.712
N -2.069 -2.699 -4.964
N -0.116 6.064 2.986
N -0.284 -1.237 2.749
C 1.766 2.337 1.553
C 4.075 -1.544 -2.876
C 1.855 1.062 3.470
C -1.676 -0.924 3.254
C 2.309 0.935 -3.865
C 1.268 3.352 3.705
C 2.018 2.419 0.107
C -2.959 4.058 1.677
C 1.387 3.494 2.300
C -2.252 0.574 1.286
C -2.931 3.927 4.088
C 1.512 2.149 4.296
C -2.735 -1.984 1.204
C 4.233 -2.460 0.140
C -3.519 3.628 2.871
C -1.769 4.685 4.107
C -2.622 -2.004 2.733
C 1.931 3.715 -0.443
C -2.703 -2.755 -2.582
C -1.359 -0.946 -3.380
C -3.171 -2.968 -4.045
C -3.074 -0.577 0.704
C 3.291 -1.206 -4.123
C -1.182 5.102 2.919
C 3.114 -2.046 2.141
C -1.782 4.788 1.702
C 4.146 -3.207 -1.170
C 1.598 4.830 0.312
C -1.689 -1.293 -4.856
C -0.927 -3.533 -4.595
C 1.248 4.735 1.642
C -2.113 0.460 2.800
C -0.422 -3.145 -3.180
H 3.937 -2.537 2.667
H 1.033 4.217 4.312
H 3.925 -0.643 -4.814
H -0.380 -0.466 -3.320
H 0.179 -1.905 3.361
H -1.433 -3.503 0.729
H -1.417 -2.302 -0.379
H -0.142 -3.400 -5.340
H -3.604 -1.822 3.172
H -3.519 -3.990 -4.202
H -0.409 -1.675 1.792
H -3.378 -2.084 -2.044
H -0.948 0.834 -0.274
H 3.263 -0.964 2.136
H -0.821 -1.123 -5.495
H 2.993 1.261 -3.079
H -1.350 5.149 0.779
H 0.308 -0.403 2.653
H 5.064 -1.920 -3.159
H 2.190 -2.288 2.666
H 1.343 1.403 -3.680
H 4.217 -0.646 -2.261
H -3.395 3.611 5.012
H -3.078 0.663 3.270
H -3.995 -2.298 -4.297
H -1.626 -0.950 4.342
H -3.565 -2.637 0.917
H -2.796 1.497 1.076
H -3.006 -0.551 -0.388
H -2.669 -3.700 -2.034
H -2.306 -2.995 3.074
H 2.081 0.097 3.926
H -2.102 -0.267 -2.953
H -4.122 -0.389 0.950
H 2.675 1.248 -4.847
H 4.500 -1.407 -0.015
H -3.454 3.851 0.738
H 5.157 -3.381 -1.552
H -1.420 1.224 3.169
H 1.581 5.809 -0.153
H 3.675 -4.175 -0.997
H 1.470 2.028 5.370
H 5.020 -2.918 0.752
H -1.330 4.985 5.050
H -0.351 -4.018 -2.526
H -2.506 -0.677 -5.234
H 2.174 3.825 -1.492
H 2.989 -2.134 -4.612
H 0.570 -2.691 -3.238
H -1.242 -4.577 -4.631
H -0.374 1.377 1.119
```

- molar mass (g mol⁻¹) = 789.195
- orbital gap (eV) = 6.37
- total charge = +1
- energy relative to the best compared isomer or geometry (same formula, charge and spin) (kJ/mol) = 71.0

No. 2
Here is C33H51BrNP3Pd as an isolated structure from the Open Molecules 2025 dataset. Energies are from the ωB97M-V functional and the def2-TZVPD basis.

Structure (XYZ):
```
90
Properties=species:S:1:pos:R:3
Pd -0.326 0.560 0.511
Br -2.041 1.158 -5.596
P -0.975 -1.184 1.859
P 1.486 1.751 1.273
P -1.817 1.404 -0.965
N 4.960 -3.141 1.825
C 3.743 -3.705 1.866
C 1.626 3.284 0.277
C -2.404 -3.257 0.738
C 1.300 -0.679 -2.996
C 0.087 -1.408 -3.176
C -3.834 0.399 -2.684
C 1.092 2.387 2.952
C -0.548 0.167 -4.830
C 2.034 -2.090 -1.071
C 4.309 -1.884 -0.117
C -0.818 -1.013 -4.157
C -4.043 2.828 -0.039
C 5.243 -2.272 0.846
C 3.017 -2.459 -0.089
C 0.706 0.795 -4.852
C -1.310 -2.938 1.561
C -2.949 0.069 -1.487
C 3.220 1.187 1.445
C 3.546 0.346 2.675
C -0.281 3.023 3.106
C -1.163 -5.288 2.194
C -2.057 3.404 -2.984
C -2.317 -5.568 1.447
C 2.218 -1.032 -1.912
C 1.607 0.405 -3.868
C -2.938 -4.545 0.722
C -0.674 -3.979 2.256
C -2.564 2.582 0.190
C 2.457 3.150 -0.993
C 2.732 -3.387 0.947
C -1.167 2.309 -2.388
C 0.173 -1.202 3.250
C -2.539 -0.559 2.521
H 1.891 3.121 3.132
H -1.089 2.284 3.149
H 1.232 1.559 3.664
H -3.275 -0.541 1.709
H 2.498 4.134 -1.471
H -0.509 3.727 2.302
H 1.770 -3.886 1.028
H -0.176 2.718 -2.138
H -2.383 0.468 2.884
H 3.022 -0.317 -1.739
H -4.617 1.899 0.022
H -1.583 3.790 -3.897
H -0.994 1.538 -3.145
H 2.022 2.442 -1.711
H 0.201 -3.764 2.863
H -1.981 3.513 0.122
H 4.621 0.129 2.661
H -4.461 1.288 -2.531
H 3.018 -0.618 2.677
H -2.843 -2.469 0.131
H -0.289 3.567 4.055
H 2.566 0.928 -3.765
H -2.318 -0.801 -1.742
H -0.135 -2.286 -2.569
H -3.829 -4.756 0.124
H 3.484 2.840 -0.770
H 3.485 0.652 0.518
H 2.073 4.009 0.969
H 6.259 -1.848 0.840
H 3.805 2.117 1.467
H 0.913 1.584 -5.572
H 1.114 -1.656 2.914
H 1.080 -2.602 -0.995
H 3.571 -4.434 2.674
H -4.400 3.497 0.752
H -0.642 -6.085 2.726
H -2.712 -6.585 1.413
H 0.337 -0.182 3.615
H 0.597 3.615 0.054
H -4.249 3.302 -1.003
H -2.872 -1.193 3.356
H -0.262 -1.806 4.047
H -3.564 -0.217 -0.615
H -1.727 -1.593 -4.376
H -4.490 -0.457 -2.904
H -2.420 2.192 1.211
H -3.047 3.028 -3.268
H -2.191 4.240 -2.290
H 3.322 0.877 3.609
H -3.223 0.574 -3.582
H 4.610 -1.157 -0.867
```

- molar mass (g mol⁻¹) = 741.024
- orbital gap (eV) = 5.63
- energy relative to the best compared isomer or geometry (same formula, charge and spin) (kJ/mol) = 0.0

No. 3
Here is C33H51GeN3O5SSi4TcTe as an isolated structure from the Open Molecules 2025 dataset. Energies are from the ωB97M-V functional and the def2-TZVPD basis.

Structure (XYZ):
```
100
Properties=species:S:1:pos:R:3
Te 1.487 0.690 -0.483
Tc -1.465 0.765 0.696
Ge -2.581 -1.056 2.090
S -3.042 1.915 -0.812
Si 1.803 -1.761 -3.597
Si 4.084 0.905 -0.377
Si 1.548 0.638 -2.984
Si 1.662 2.787 -4.261
O -1.361 4.456 7.604
O -0.059 0.202 2.122
O -1.808 2.237 1.867
O -0.225 2.637 7.803
O -1.456 -0.698 -1.011
N -0.459 2.463 -1.721
N -0.862 3.448 7.171
N -3.087 -1.805 -2.151
C 3.556 -1.897 -4.331
C -3.313 0.611 5.926
C -0.077 3.127 -4.951
C -1.549 2.303 -1.328
C -1.672 -2.808 1.779
C 4.665 1.214 -2.164
C -3.880 -1.975 -3.350
C -1.916 -0.055 -3.290
C -2.501 -0.600 4.008
C -3.375 0.324 4.574
C -0.570 1.789 3.845
C -2.364 -0.012 6.725
C 0.466 -2.297 -4.854
C -1.528 2.544 3.083
C -2.178 3.646 3.698
C 1.652 -2.796 -1.998
C -0.350 -2.884 1.357
C -1.535 -1.198 4.813
C -1.954 3.947 5.012
C 4.733 -0.789 0.191
C -0.349 2.137 5.187
C -3.466 -2.668 -1.058
C 2.235 4.154 -3.058
C -2.366 -3.994 2.010
C -1.469 -0.909 6.164
C 4.493 2.391 0.721
C 0.264 -4.109 1.158
C -1.053 3.168 5.759
C -0.441 -5.281 1.372
C 2.945 2.360 -5.610
C 0.114 0.690 3.271
C -2.148 -0.881 -2.054
C -1.755 -5.220 1.805
H 0.204 -1.972 1.176
H -2.304 -6.131 1.989
H 4.218 2.224 1.759
H 4.051 -1.301 0.863
H 0.794 -2.503 -1.399
H -2.750 -2.579 -0.245
H 1.541 -3.851 -2.227
H 0.887 0.225 3.892
H -2.321 0.186 7.784
H -0.494 2.288 -5.498
H 3.294 4.100 -2.820
H 0.824 -3.142 -5.436
H -2.806 0.541 -3.493
H -3.494 -3.702 -1.403
H -0.721 -1.381 6.783
H -4.114 0.809 3.949
H 4.334 -1.725 -3.594
H 3.720 -1.205 -5.151
H -3.259 -2.271 -4.195
H 2.536 -2.693 -1.378
H 2.063 5.133 -3.501
H 5.563 2.587 0.695
H 0.032 -6.237 1.206
H -4.411 -1.058 -3.602
H 0.206 -1.512 -5.557
H -4.459 -2.385 -0.700
H 5.748 1.168 -2.200
H 1.294 -4.155 0.841
H -4.011 1.312 6.360
H -2.879 4.211 3.102
H -4.064 -1.177 1.703
H 0.362 1.592 5.789
H 4.378 2.198 -2.513
H 3.986 3.291 0.381
H 2.650 1.500 -6.203
H -0.048 3.976 -5.628
H -4.613 -2.759 -3.178
H -0.754 3.380 -4.142
H 5.676 -0.669 0.717
H 1.674 4.114 -2.128
H -1.086 0.622 -3.134
H 3.928 2.156 -5.197
H 3.053 3.194 -6.297
H -0.441 -2.624 -4.357
H 3.716 -2.899 -4.721
H -2.453 4.771 5.501
H -0.852 -1.915 4.373
H 4.928 -1.441 -0.657
H -3.391 -3.957 2.352
H -1.717 -0.676 -4.157
H 4.290 0.483 -2.872
```

- molar mass (g mol⁻¹) = 1012.408
- spin multiplicity = 4
- orbital gap (alpha / beta) (eV) = 6.13 / 5.92
- total charge = +2
- energy relative to the best compared isomer or geometry (same formula, charge and spin) (kJ/mol) = 102.0

No. 4
Here is C33H51N6OsPS as an isolated structure from the Open Molecules 2025 dataset. Energies are from the ωB97M-V functional and the def2-TZVPD basis.

Structure (XYZ):
```
93
Properties=species:S:1:pos:R:3
Os 0.754 0.626 -0.378
S -1.253 -2.330 -0.940
P -0.080 1.644 -2.337
N 1.615 -0.776 -1.869
N 2.057 0.070 1.339
N -1.954 -3.603 -3.170
N -1.200 -4.892 -1.397
N 0.764 2.499 0.776
N -0.785 0.308 1.517
C -1.232 -6.185 -2.055
C -2.679 1.120 -1.526
C -0.048 -0.295 2.648
C -0.214 2.677 1.880
C 2.523 1.291 2.046
C 0.493 0.504 -3.648
C 0.585 -0.215 -5.942
C -4.341 -3.361 -6.297
C -1.507 -3.706 -1.927
C -3.861 2.827 -3.356
C -3.767 -6.548 0.210
C 1.784 3.433 -3.390
C -4.134 -2.662 -3.846
C 1.305 -0.869 2.203
C 1.567 -1.578 -4.216
C -4.551 -3.739 -4.846
C 1.202 -0.636 -3.263
C 2.170 2.549 1.245
C 0.194 0.715 -4.992
C -2.490 2.644 -3.390
C -1.340 1.639 1.805
C -4.043 1.335 -1.484
C -3.047 -7.477 -0.737
C -1.891 1.800 -2.455
C 1.522 5.825 -3.314
C -0.185 4.420 -2.373
C -4.635 2.213 -2.382
C 0.296 5.680 -2.668
C -2.620 -6.869 -2.066
C 0.546 3.284 -2.753
C 1.248 -1.371 -5.553
C 2.267 4.699 -3.663
C -2.608 -2.458 -3.765
H -0.654 3.676 1.845
H -1.544 -0.319 1.250
H -2.530 -7.673 -2.800
H 1.540 -2.101 -6.294
H -0.521 -6.835 -1.544
H 3.605 1.265 2.194
H -4.948 -4.002 -6.938
H 2.077 1.329 3.038
H -3.735 -8.312 -0.953
H -0.324 1.615 -5.288
H 1.890 -1.123 3.094
H 0.385 -0.026 -6.987
H -4.642 0.843 -0.736
H 1.894 6.814 -3.547
H -1.142 4.310 -1.882
H -3.309 -3.518 -6.622
H -4.327 3.466 -4.090
H -3.383 -6.167 -2.414
H 0.309 2.593 2.832
H -2.054 -4.464 -3.697
H 1.552 -1.761 -1.591
H -2.195 0.421 -0.848
H 2.351 2.560 -3.684
H 2.816 2.627 0.362
H -4.713 -6.199 -0.214
H -0.284 6.552 -2.404
H -2.202 -7.967 -0.243
H 1.143 -1.789 1.633
H 2.890 -0.437 1.030
H -4.520 -2.903 -2.855
H -1.896 1.647 2.751
H -4.073 -4.701 -4.636
H -1.897 3.147 -4.138
H 0.636 3.276 0.120
H 3.222 4.817 -4.155
H -2.032 1.903 1.003
H -0.623 -1.104 3.108
H -3.985 -7.054 1.148
H -0.913 -4.881 -0.426
H -3.176 -5.653 0.429
H 2.129 -2.456 -3.927
H -5.626 -3.907 -4.694
H -0.882 -6.076 -3.085
H 2.349 3.434 1.866
H 0.102 0.455 3.423
H 2.617 -0.543 -1.834
H -2.378 -1.576 -3.160
H -4.579 -1.714 -4.151
H -4.609 -2.326 -6.491
H -2.220 -2.312 -4.775
H -5.693 2.414 -2.317
```

- molar mass (g mol⁻¹) = 785.084
- spin multiplicity = 5
- orbital gap (alpha / beta) (eV) = 8.07 / 4.63
- total charge = +4
- energy relative to the best compared isomer or geometry (same formula, charge and spin) (kJ/mol) = 77.3

No. 5
Here is a 7-piece molecular cluster, C33H52F5NO12P overall from the Open Molecules 2025 dataset. Energies are from the ωB97M-V functional and the def2-TZVPD basis.

Structure (XYZ):
```
104
Properties=species:S:1:pos:R:3
P 1.950 1.537 -2.801
F 6.041 3.797 1.107
F 5.774 2.877 4.863
F 7.333 2.149 3.049
F 4.374 4.569 2.790
F 1.115 4.070 1.827
O 1.255 0.352 -3.606
O -1.894 -1.328 -0.457
O 2.839 -2.873 -0.570
O 1.734 3.052 -3.680
O 8.364 9.128 0.613
O -4.769 0.974 -2.724
O -5.654 -5.012 -1.306
O 3.640 1.222 -2.458
O 5.234 -2.873 -0.184
O -8.583 -0.420 -3.275
O 5.070 0.268 3.578
O -0.342 -4.812 6.557
N 3.212 -0.386 1.959
C 0.281 -3.875 7.054
C -3.232 -3.212 0.144
C 2.992 4.033 -0.009
C 3.154 2.566 0.705
C -5.629 -6.225 -1.510
C -9.248 -2.483 -4.276
C -2.928 -1.968 -0.646
C 7.978 6.935 1.474
C -8.423 -1.638 -3.343
C -6.668 2.092 -3.644
C -4.251 2.725 -4.263
C -7.394 -2.340 -2.497
C -5.185 -6.786 -2.834
C 1.636 4.773 0.632
C -3.936 -1.536 -1.677
C -5.191 1.851 -3.476
C 5.249 3.423 2.338
C -6.040 -7.205 -0.444
C 1.021 -4.032 8.355
C 1.061 1.708 -1.075
C 1.848 -1.862 -1.069
C 1.134 -1.247 0.295
C 8.389 7.915 0.409
C 2.119 1.375 0.150
C 4.262 2.216 1.912
C 3.297 -1.794 2.586
C 8.833 7.354 -0.916
C 4.205 -2.508 -0.991
C 2.208 -0.101 0.865
C 6.328 3.171 3.521
C 4.184 0.689 2.489
C 3.079 -2.813 3.562
C 0.333 -2.528 6.384
H 3.870 4.783 0.181
H -3.218 2.437 -4.042
H -3.584 -0.624 -2.169
H 9.100 8.178 -1.587
H -4.430 2.593 -5.333
H 1.898 5.918 0.843
H -4.307 -7.421 -2.694
H 2.503 -1.056 -1.647
H -6.954 1.932 -4.687
H -7.224 1.389 -3.016
H -5.999 -7.356 -3.288
H -7.884 -3.068 -1.846
H 0.063 -0.807 0.112
H -6.915 3.110 -3.333
H 2.878 3.855 -1.179
H -2.417 -3.402 0.851
H 2.623 3.155 -4.170
H 0.896 -5.056 8.723
H -9.820 -3.218 -3.704
H 0.815 4.814 -0.233
H -6.892 -7.795 -0.791
H 4.490 -1.909 -1.959
H 7.125 6.345 1.128
H 2.087 -3.844 8.201
H -9.948 -1.842 -4.823
H -3.318 -4.068 -0.529
H -4.159 -3.076 0.708
H -4.894 -1.326 -1.195
H -6.875 -1.604 -1.873
H -6.661 -2.835 -3.138
H -6.336 -6.659 0.458
H 7.682 7.481 2.376
H 6.963 4.175 3.639
H 8.818 6.280 1.722
H 0.616 -3.341 9.098
H -8.597 -2.984 -4.997
H -4.053 -2.318 -2.432
H 8.018 6.784 -1.369
H 1.368 -2.273 6.142
H -4.392 3.771 -3.979
H 0.996 -2.149 1.049
H 9.711 6.719 -0.775
H -0.245 -2.563 5.454
H -5.200 -7.860 -0.197
H 5.893 -0.190 3.236
H 4.068 2.101 -2.229
H 2.849 -3.773 4.230
H 0.146 0.979 -1.134
H -4.918 -5.962 -3.505
H 0.634 2.798 -1.063
H -0.103 -1.770 7.039
H 1.075 -2.411 -1.764
```

- molar mass (g mol⁻¹) = 780.738
- orbital gap (eV) = 5.85
- total charge = +1